# 1
The following is a quantum chemistry calculation of a cluster of 2 separate species, C4H9ClN2O2 in total in a non-equilibrium geometry, from the Open Molecules 2025 dataset.

Summary:
F_max, eV Å⁻¹: 3.841
M, u: 152.58
Kohn-Sham gap, eV: 8.87
Energy above the lowest of the compared OMol25 structures with the same formula, charge and spin, kcal/mol: 0.0

Geometry as XYZ:
```
18
C4H9ClN2O2 wB97M-V/def2-TZVPD
C -1.766 -0.123 1.250
C 0.711 -1.271 0.459
C 2.425 0.688 -1.328
C 0.370 0.137 -0.033
N -2.906 0.502 1.086
N -0.715 0.734 0.511
O -1.388 -1.046 1.950
O 1.262 0.953 -0.517
Cl -0.771 -0.631 -2.175
H 0.534 -1.495 1.455
H 0.101 -1.955 -0.054
H 1.662 -1.459 0.070
H 3.108 0.002 -0.792
H 2.900 1.605 -1.476
H 2.142 0.256 -2.290
H -2.985 1.275 0.327
H -3.793 0.132 1.485
H -0.891 1.696 0.072
```

---

# 2
The following is a quantum chemistry calculation of a structure of composition C31H38ClN9ORe, from the Open Molecules 2025 dataset.

Summary:
Net charge: +2
Expectation value of S²: 3.81
F_max, eV Å⁻¹: 0.620
M, u: 774.37
Multiplicity: 4
Kohn-Sham gap (spin up / spin down), eV: 5.60 / 6.85
Energy above the lowest of the compared OMol25 structures with the same formula, charge and spin, kcal/mol: 7.6

Geometry as XYZ:
```
81
C31H38ClN9ORe wB97M-V/def2-TZVPD
Re -0.587 0.545 0.987
C 3.670 0.388 -0.763
N 3.540 0.001 0.645
C 4.810 -0.250 1.333
C 2.379 0.043 1.298
N 1.388 0.892 0.880
C 1.799 2.219 0.470
C 2.726 2.887 1.215
C 3.310 4.081 0.740
C 2.983 4.546 -0.499
C 1.983 3.901 -1.273
C 1.642 4.364 -2.573
C 0.665 3.747 -3.291
C -0.095 2.711 -2.698
C 0.176 2.285 -1.433
N -0.758 1.405 -0.773
C -2.105 1.584 -1.097
N -2.647 2.792 -1.066
C -2.044 3.896 -0.309
C -3.810 3.170 -1.882
N -2.811 0.496 -1.395
C -2.174 -0.750 -1.848
C -4.232 0.361 -1.044
C 1.308 2.778 -0.737
N 2.176 -0.769 2.338
C 1.261 -0.430 3.426
C 2.741 -2.123 2.381
H 4.140 1.369 -0.853
H 2.701 0.407 -1.249
H 4.289 -0.356 -1.261
H 5.483 0.579 1.113
H 5.271 -1.175 0.987
H 4.657 -0.299 2.407
H 3.057 2.466 2.160
H 4.044 4.596 1.347
H 3.470 5.424 -0.906
H 2.183 5.208 -2.985
H 0.432 4.069 -4.298
H -0.932 2.285 -3.243
H -1.410 3.517 0.485
H -2.851 4.478 0.132
H -1.457 4.536 -0.970
H -4.018 2.407 -2.623
H -3.560 4.095 -2.401
H -4.690 3.343 -1.265
H -1.209 -0.547 -2.300
H -2.829 -1.206 -2.589
H -2.045 -1.444 -1.016
H -4.870 0.360 -1.926
H -4.535 1.158 -0.372
H -4.352 -0.594 -0.530
H 1.128 0.647 3.488
H 1.700 -0.758 4.368
H 0.301 -0.940 3.315
H 3.180 -2.369 1.419
H 1.932 -2.825 2.582
H 3.490 -2.215 3.167
Cl 3.058 -1.916 -3.371
C 2.129 -3.324 -2.930
C 2.300 -4.476 -3.663
C 1.570 -5.616 -3.337
C 0.670 -5.593 -2.272
C 0.503 -4.439 -1.544
C 1.225 -3.255 -1.842
C 1.034 -2.092 -1.078
H 3.003 -4.486 -4.485
H 1.707 -6.519 -3.916
H 0.107 -6.482 -2.020
H -0.194 -4.412 -0.713
H 1.570 -1.181 -1.298
H 0.342 -2.100 -0.243
N -2.780 -3.016 2.637
C -2.484 -1.734 2.476
O -1.549 -1.404 1.668
C -3.245 -0.745 3.244
C -4.286 -1.082 4.157
N -5.131 -1.446 4.848
C -2.767 0.461 2.875
N -2.039 1.061 2.177
H -3.510 -3.311 3.268
H -2.255 -3.714 2.136
```

---

# 3
The following is a quantum chemistry calculation of the molecule C2H7BO3 in a non-equilibrium geometry, from the Open Molecules 2025 dataset.

Summary:
F_max, eV Å⁻¹: 3.073
M, u: 89.89
Kohn-Sham gap, eV: 10.02
Energy above the lowest of the compared OMol25 structures with the same formula, charge and spin, kcal/mol: 56.6
Structure (SMILES): COCB(O)O

Geometry as XYZ:
```
13
C2H7BO3 wB97M-V/def2-TZVPD
C 2.004 0.271 0.095
O 0.683 0.752 -0.344
C -0.265 -0.285 0.158
B -1.768 0.154 0.046
O -2.685 -0.823 -0.151
O -2.144 1.476 0.133
H 2.786 0.818 -0.527
H 1.991 -0.794 -0.023
H 2.232 0.449 1.109
H -0.054 -0.426 1.230
H -0.125 -1.183 -0.504
H -3.532 -0.849 0.308
H -3.017 1.856 0.344
```

---

# 4
The following is a quantum chemistry calculation of a structure of composition C48H47CoN6P2S2 in a non-equilibrium geometry, from the Open Molecules 2025 dataset.

Summary:
Net charge: +1
Expectation value of S²: 3.76
F_max, eV Å⁻¹: 4.399
M, u: 892.96
Multiplicity: 4
Kohn-Sham gap (spin up / spin down), eV: 6.91 / 6.75
Energy above the lowest of the compared OMol25 structures with the same formula, charge and spin, kcal/mol: 31.1

Geometry as XYZ:
```
106
C48H47CoN6P2S2 wB97M-V/def2-TZVPD
Co -0.912 0.787 -1.310
C 7.356 -2.297 0.045
S 6.135 -3.112 -1.017
C 4.880 -3.441 0.306
C 3.765 -2.360 0.415
C 2.632 -2.568 -0.598
N 1.611 -1.516 -0.589
P 0.372 -1.618 0.578
C 0.756 -0.435 1.889
C 1.871 0.417 1.746
C 2.228 1.307 2.744
C 1.575 1.300 3.989
C 0.543 0.413 4.161
C 0.049 -0.407 3.121
C 0.357 -3.219 1.355
C 0.953 -3.425 2.577
C 0.968 -4.720 3.054
C 0.384 -5.738 2.323
C -0.060 -5.493 1.010
C -0.158 -4.229 0.520
P 1.429 -0.283 -1.750
C 2.933 0.628 -1.944
C 2.840 1.994 -1.768
C 4.003 2.716 -1.804
C 5.274 2.141 -1.982
C 5.372 0.735 -2.044
C 4.192 -0.022 -2.052
C 1.322 -1.403 -3.235
C 2.116 -1.111 -4.360
C 2.265 -1.941 -5.446
C 1.595 -3.150 -5.351
C 0.777 -3.438 -4.320
C 0.691 -2.627 -3.146
H 8.144 -1.922 -0.566
H 7.796 -2.933 0.784
H 6.912 -1.416 0.562
H 5.479 -3.493 1.191
H 4.382 -4.371 0.024
H 4.318 -1.430 0.435
H 3.324 -2.445 1.418
H 2.093 -3.565 -0.399
H 2.979 -2.769 -1.617
H 2.618 0.280 0.921
H 3.020 2.004 2.554
H 2.077 1.896 4.773
H 0.104 0.419 5.118
H -0.798 -1.052 3.336
H 1.370 -2.566 3.097
H 1.507 -4.904 4.005
H 0.353 -6.739 2.629
H -0.422 -6.310 0.445
H -0.681 -3.900 -0.417
H 1.915 2.485 -1.455
H 3.997 3.743 -1.677
H 6.132 2.878 -2.067
H 6.306 0.243 -2.075
H 4.222 -1.081 -2.130
H 2.647 -0.149 -4.384
H 3.033 -1.770 -6.201
H 1.767 -3.894 -6.155
H 0.230 -4.370 -4.266
H 0.108 -2.989 -2.287
N -7.347 8.163 -3.684
C -6.475 7.509 -3.312
C -5.466 6.538 -2.900
C -4.490 6.814 -1.965
C -3.537 5.808 -1.697
C -3.530 4.600 -2.499
C -4.543 4.365 -3.400
C -5.487 5.330 -3.599
C -2.663 3.457 -2.042
C -2.865 2.983 -0.820
C -3.887 3.342 0.117
C -3.627 2.679 1.315
C -2.491 1.875 1.070
N -2.007 2.023 -0.140
C -1.746 2.991 -3.037
C -1.349 3.712 -4.193
C -0.429 2.878 -4.838
C -0.366 1.679 -4.073
N -1.061 1.834 -2.963
H -4.369 7.755 -1.484
H -2.743 6.034 -1.025
H -4.609 3.448 -3.975
H -6.293 5.205 -4.305
H -4.738 3.899 -0.269
H -4.237 2.581 2.257
H -2.069 1.079 1.731
H -1.645 4.695 -4.574
H 0.167 3.091 -5.725
H 0.324 0.874 -4.240
C -4.276 0.502 5.109
N -4.136 -0.910 5.362
C -5.087 -1.601 6.295
C -4.372 -2.923 6.634
N -3.228 -2.797 5.720
C -3.093 -1.677 5.036
S -1.349 -1.266 -0.294
H -5.243 0.701 4.639
H -3.408 0.905 4.578
H -3.999 1.124 5.997
H -6.000 -1.813 5.691
H -5.344 -0.921 7.140
H -5.051 -3.722 6.354
H -4.226 -3.005 7.714
H -2.660 -3.604 5.578
```

---

Q: Look up the energy above the lowest of the compared OMol25 structures with the same formula, charge and spin of the first one.
A: 0.0 kcal/mol

---

Q: Among the records above, which one has the highest F_max?
A: C48H47CoN6P2S2

---

What did the second record say?
The following is a quantum chemistry calculation of a structure of composition C31H38ClN9ORe, from the Open Molecules 2025 dataset.

Summary:
Net charge: +2
Expectation value of S²: 3.81
F_max, eV Å⁻¹: 0.620
M, u: 774.37
Multiplicity: 4
Kohn-Sham gap (spin up / spin down), eV: 5.60 / 6.85
Energy above the lowest of the compared OMol25 structures with the same formula, charge and spin, kcal/mol: 7.6

Geometry as XYZ:
```
81
C31H38ClN9ORe wB97M-V/def2-TZVPD
Re -0.587 0.545 0.987
C 3.670 0.388 -0.763
N 3.540 0.001 0.645
C 4.810 -0.250 1.333
C 2.379 0.043 1.298
N 1.388 0.892 0.880
C 1.799 2.219 0.470
C 2.726 2.887 1.215
C 3.310 4.081 0.740
C 2.983 4.546 -0.499
C 1.983 3.901 -1.273
C 1.642 4.364 -2.573
C 0.665 3.747 -3.291
C -0.095 2.711 -2.698
C 0.176 2.285 -1.433
N -0.758 1.405 -0.773
C -2.105 1.584 -1.097
N -2.647 2.792 -1.066
C -2.044 3.896 -0.309
C -3.810 3.170 -1.882
N -2.811 0.496 -1.395
C -2.174 -0.750 -1.848
C -4.232 0.361 -1.044
C 1.308 2.778 -0.737
N 2.176 -0.769 2.338
C 1.261 -0.430 3.426
C 2.741 -2.123 2.381
H 4.140 1.369 -0.853
H 2.701 0.407 -1.249
H 4.289 -0.356 -1.261
H 5.483 0.579 1.113
H 5.271 -1.175 0.987
H 4.657 -0.299 2.407
H 3.057 2.466 2.160
H 4.044 4.596 1.347
H 3.470 5.424 -0.906
H 2.183 5.208 -2.985
H 0.432 4.069 -4.298
H -0.932 2.285 -3.243
H -1.410 3.517 0.485
H -2.851 4.478 0.132
H -1.457 4.536 -0.970
H -4.018 2.407 -2.623
H -3.560 4.095 -2.401
H -4.690 3.343 -1.265
H -1.209 -0.547 -2.300
H -2.829 -1.206 -2.589
H -2.045 -1.444 -1.016
H -4.870 0.360 -1.926
H -4.535 1.158 -0.372
H -4.352 -0.594 -0.530
H 1.128 0.647 3.488
H 1.700 -0.758 4.368
H 0.301 -0.940 3.315
H 3.180 -2.369 1.419
H 1.932 -2.825 2.582
H 3.490 -2.215 3.167
Cl 3.058 -1.916 -3.371
C 2.129 -3.324 -2.930
C 2.300 -4.476 -3.663
C 1.570 -5.616 -3.337
C 0.670 -5.593 -2.272
C 0.503 -4.439 -1.544
C 1.225 -3.255 -1.842
C 1.034 -2.092 -1.078
H 3.003 -4.486 -4.485
H 1.707 -6.519 -3.916
H 0.107 -6.482 -2.020
H -0.194 -4.412 -0.713
H 1.570 -1.181 -1.298
H 0.342 -2.100 -0.243
N -2.780 -3.016 2.637
C -2.484 -1.734 2.476
O -1.549 -1.404 1.668
C -3.245 -0.745 3.244
C -4.286 -1.082 4.157
N -5.131 -1.446 4.848
C -2.767 0.461 2.875
N -2.039 1.061 2.177
H -3.510 -3.311 3.268
H -2.255 -3.714 2.136
```

---

Q: Among the records above, which one has the lowest energy above the lowest of the compared OMol25 structures with the same formula, charge and spin?
A: C4H9ClN2O2